1.
9 unconnected molecules or ions with the total composition C53H119N5O13, computed with ωB97M-V/def2-TZVPD.

Values from the calculation:
relative energy (zero: lowest compared OMol25 entry of this formula, charge and spin): 176.8 kcal per mole
E_tot: -90944.47235 eV
SMILES: CC1(C)CCCC(C)(C)N1O.CC1(C)CCCC(C)(C)N1O.CC1(C)CCCC(C)(C)N1O.CC1(C)CCCC(C)(C)N1O.CC1(C)CCCC(C)(C)N1O.OCCO.OCCO.OCCO.OCCO
orbital gap: 8.1 eV

```
! wB97M-V def2-TZVPD RIJCOSX def2/J DEFGRID3
* xyz 0 1
C 1.529 2.081 -6.476
C 0.512 1.531 -5.541
C -0.300 2.690 -4.753
C -0.522 0.775 -6.451
C 0.061 -0.605 -7.058
C 0.441 -1.390 -5.845
C 1.409 -0.816 -4.818
C 1.189 -1.570 -3.542
C 2.890 -1.061 -5.345
N 1.139 0.672 -4.541
O 1.950 1.370 -3.705
H 1.126 2.696 -7.280
H 2.154 2.725 -5.857
H 2.172 1.293 -6.868
H 0.193 2.989 -3.828
H -0.403 3.505 -5.469
H -1.320 2.422 -4.476
H -1.399 0.520 -5.856
H -0.697 1.345 -7.364
H -0.659 -1.220 -7.598
H 1.025 -0.420 -7.530
H 0.882 -2.330 -6.175
H -0.532 -1.569 -5.388
H 0.192 -1.921 -3.272
H 1.541 -1.080 -2.634
H 1.878 -2.414 -3.504
H 2.985 -2.146 -5.294
H 3.631 -0.623 -4.676
H 3.076 -0.735 -6.368
H 1.434 1.469 -2.901
C -5.664 -3.189 5.489
C -5.102 -2.167 4.593
C -3.540 -2.316 4.609
C -5.621 -2.409 3.146
C -5.488 -1.194 2.208
C -5.803 0.137 2.839
C -5.215 0.424 4.155
C -3.876 1.031 4.033
C -6.096 1.573 4.876
N -5.376 -0.799 5.021
O -4.988 -0.607 6.363
H -5.274 -2.941 6.476
H -6.732 -3.137 5.281
H -5.409 -4.179 5.109
H -3.055 -2.037 5.544
H -3.140 -3.242 4.195
H -3.043 -1.536 4.032
H -4.893 -3.061 2.663
H -6.614 -2.831 2.992
H -4.422 -1.272 1.991
H -5.989 -1.496 1.289
H -6.892 0.090 2.849
H -5.440 0.975 2.244
H -3.809 2.040 3.625
H -3.149 0.561 3.370
H -3.432 1.011 5.028
H -5.771 1.702 5.909
H -7.166 1.388 4.964
H -5.953 2.519 4.355
H -4.157 -0.171 6.161
C -3.912 -0.397 -2.542
C -4.143 -1.838 -2.415
C -5.537 -2.292 -2.065
C -3.705 -2.530 -3.707
C -3.165 -3.993 -3.601
C -2.209 -4.303 -2.389
C -2.571 -3.587 -0.985
C -3.620 -4.509 -0.347
C -1.313 -3.566 -0.067
N -3.170 -2.275 -1.267
O -3.129 -1.445 -0.150
H -4.292 0.059 -1.628
H -2.911 -0.059 -2.810
H -4.694 -0.168 -3.267
H -6.231 -1.706 -2.667
H -5.868 -3.310 -2.274
H -5.834 -2.066 -1.041
H -4.533 -2.512 -4.414
H -3.129 -1.960 -4.437
H -3.997 -4.697 -3.587
H -2.590 -4.160 -4.512
H -1.145 -4.131 -2.558
H -2.127 -5.340 -2.063
H -4.422 -4.794 -1.028
H -4.125 -4.066 0.511
H -3.283 -5.416 0.154
H -0.699 -2.793 -0.530
H -0.841 -4.548 -0.101
H -1.663 -3.277 0.924
H -2.379 -0.885 -0.359
C 6.400 -4.260 2.038
C 5.121 -4.864 1.369
C 5.703 -5.937 0.399
C 4.319 -5.537 2.609
C 2.913 -5.811 2.233
C 2.264 -4.499 1.759
C 2.964 -3.852 0.456
C 2.666 -4.635 -0.788
C 2.288 -2.470 0.371
N 4.409 -3.722 0.770
O 5.152 -3.090 -0.211
H 7.212 -4.917 2.352
H 6.773 -3.564 1.287
H 6.162 -3.624 2.890
H 4.828 -6.289 -0.149
H 6.331 -5.559 -0.408
H 6.087 -6.867 0.819
H 4.810 -6.498 2.760
H 4.488 -4.932 3.499
H 2.858 -6.482 1.375
H 2.405 -6.363 3.023
H 2.331 -3.828 2.616
H 1.209 -4.707 1.583
H 3.374 -4.397 -1.581
H 1.742 -4.292 -1.253
H 2.695 -5.706 -0.586
H 1.211 -2.507 0.537
H 2.545 -1.928 -0.539
H 2.540 -1.873 1.248
H 5.241 -2.218 0.180
C 5.445 6.447 -3.606
C 5.296 4.958 -3.283
C 5.758 4.137 -4.406
C 6.138 4.479 -2.072
C 5.654 5.126 -0.765
C 4.248 4.585 -0.575
C 3.254 4.877 -1.693
C 2.017 4.052 -1.531
C 2.744 6.327 -1.462
N 3.906 4.575 -3.000
O 3.070 4.756 -4.065
H 4.667 6.538 -4.364
H 5.304 7.003 -2.680
H 6.378 6.573 -4.156
H 6.838 4.182 -4.546
H 5.568 3.068 -4.307
H 5.175 4.314 -5.311
H 6.207 3.394 -1.992
H 7.144 4.886 -2.169
H 6.225 4.804 0.106
H 5.803 6.201 -0.660
H 3.829 5.033 0.326
H 4.314 3.499 -0.516
H 1.575 4.276 -0.560
H 2.154 2.970 -1.548
H 1.256 4.228 -2.290
H 2.786 6.885 -2.398
H 3.494 6.875 -0.893
H 1.834 6.452 -0.874
H 2.865 3.853 -4.317
O -0.571 -1.408 4.172
C -0.070 -0.958 5.457
C 1.265 -1.712 5.906
O 1.872 -1.200 7.143
H 0.187 -1.284 3.595
H 0.193 0.091 5.319
H -0.880 -1.050 6.180
H 2.054 -1.555 5.171
H 1.128 -2.790 5.992
H 1.955 -0.244 7.165
O 0.301 2.514 0.738
C 0.065 1.267 0.074
C -0.164 0.214 1.214
O 0.893 0.147 2.092
H -0.553 2.854 1.015
H -0.797 1.281 -0.594
H 0.920 0.961 -0.528
H -0.433 -0.726 0.732
H -0.940 0.641 1.848
H 1.401 0.935 1.888
O 0.019 5.680 3.811
C -0.003 4.313 4.128
C -0.559 4.061 5.557
O 0.304 3.389 6.478
H 0.931 5.964 3.710
H -0.584 3.766 3.385
H 0.980 3.845 4.083
H -1.308 3.277 5.446
H -0.907 5.020 5.940
H 0.494 3.887 7.276
O -3.205 5.857 2.693
C -3.896 4.912 1.898
C -3.102 4.348 0.692
O -1.953 3.830 1.176
H -3.163 6.662 2.171
H -4.099 4.117 2.617
H -4.823 5.279 1.460
H -2.700 5.108 0.022
H -3.774 3.653 0.188
H -1.693 4.446 1.865
*
```

---

2.
9 unconnected molecules or ions with the total composition C53H119N5O13, computed with ωB97M-V/def2-TZVPD.

Values from the calculation:
relative energy (zero: lowest compared OMol25 entry of this formula, charge and spin): 102.1 kcal per mole
E_tot: -90947.71095 eV
SMILES: CC1(C)CCCC(C)(C)N1O.CC1(C)CCCC(C)(C)N1O.CC1(C)CCCC(C)(C)N1O.CC1(C)CCCC(C)(C)N1O.CC1(C)CCCC(C)(C)N1O.OCCO.OCCO.OCCO.OCCO
orbital gap: 8.2 eV

```
! wB97M-V def2-TZVPD RIJCOSX def2/J DEFGRID3
* xyz 0 1
C -1.788 3.686 1.744
C -0.932 3.855 2.992
C -1.890 3.827 4.247
C -0.071 2.615 3.248
C 1.100 2.509 2.318
C 1.950 3.757 2.559
C 1.226 5.133 2.405
C 2.134 6.200 3.136
C 1.167 5.447 0.896
N -0.102 5.094 2.996
O -0.857 6.248 2.888
H -2.270 2.731 1.537
H -2.553 4.462 1.733
H -1.194 3.941 0.866
H -2.261 2.823 4.450
H -1.321 4.162 5.115
H -2.747 4.474 4.061
H 0.253 2.618 4.288
H -0.625 1.690 3.089
H 1.690 1.618 2.534
H 0.799 2.559 1.272
H 2.804 3.657 1.890
H 2.379 3.783 3.561
H 3.101 6.037 2.660
H 2.193 5.995 4.205
H 1.887 7.252 2.997
H 0.734 4.699 0.232
H 2.168 5.617 0.500
H 0.628 6.392 0.815
H -0.480 6.731 3.627
C -1.295 -3.474 3.805
C 0.070 -2.813 4.247
C 1.202 -3.266 3.272
C -0.222 -1.351 4.166
C -1.046 -0.768 5.308
C -0.373 -1.177 6.632
C -0.183 -2.658 6.876
C 0.812 -2.691 8.020
C -1.525 -3.322 7.316
N 0.385 -3.284 5.627
O 0.883 -4.564 5.730
H -1.746 -3.246 2.839
H -1.296 -4.562 3.861
H -2.115 -3.124 4.433
H 1.108 -2.807 2.288
H 2.145 -3.011 3.757
H 1.243 -4.339 3.089
H 0.739 -0.840 4.213
H -0.797 -1.065 3.285
H -1.040 0.313 5.170
H -2.063 -1.153 5.232
H -0.842 -0.688 7.486
H 0.619 -0.742 6.507
H 1.816 -2.474 7.654
H 0.966 -3.734 8.298
H 0.614 -2.060 8.886
H -2.278 -3.383 6.531
H -1.944 -2.765 8.154
H -1.312 -4.336 7.654
H 0.139 -5.166 5.663
C -6.272 -2.688 -1.952
C -5.245 -1.580 -1.679
C -4.174 -1.478 -2.771
C -5.992 -0.166 -1.680
C -6.947 0.001 -0.453
C -6.117 -0.187 0.783
C -5.125 -1.390 0.927
C -3.982 -0.955 1.893
C -5.850 -2.562 1.595
N -4.525 -1.710 -0.396
O -3.668 -2.791 -0.382
H -5.727 -3.630 -1.895
H -7.137 -2.759 -1.293
H -6.613 -2.558 -2.979
H -4.665 -1.298 -3.727
H -3.430 -0.727 -2.504
H -3.584 -2.393 -2.727
H -5.244 0.618 -1.570
H -6.519 -0.009 -2.622
H -7.474 0.941 -0.291
H -7.739 -0.744 -0.533
H -6.737 -0.171 1.680
H -5.567 0.754 0.761
H -3.609 0.054 1.718
H -3.121 -1.623 1.882
H -4.165 -1.036 2.964
H -5.248 -3.469 1.524
H -6.802 -2.802 1.123
H -5.862 -2.378 2.670
H -2.895 -2.242 -0.533
C 7.528 -0.190 -1.441
C 7.480 -1.518 -0.598
C 8.822 -2.146 -0.557
C 7.215 -1.064 0.812
C 5.743 -0.659 1.088
C 4.816 -1.755 0.676
C 4.991 -2.277 -0.815
C 4.204 -3.616 -0.838
C 4.384 -1.287 -1.790
N 6.479 -2.552 -1.038
O 6.808 -3.194 -2.211
H 8.461 0.322 -1.206
H 7.347 -0.338 -2.506
H 6.791 0.564 -1.165
H 9.548 -1.336 -0.485
H 9.028 -2.813 0.280
H 9.011 -2.632 -1.514
H 7.480 -1.876 1.489
H 7.758 -0.177 1.140
H 5.623 -0.460 2.153
H 5.515 0.334 0.700
H 3.764 -1.472 0.729
H 4.931 -2.536 1.426
H 3.116 -3.549 -0.811
H 4.484 -4.368 -0.101
H 4.340 -4.172 -1.766
H 4.723 -1.528 -2.798
H 4.826 -0.299 -1.658
H 3.300 -1.222 -1.700
H 6.736 -2.514 -2.885
C -3.979 3.060 -3.167
C -2.480 3.258 -3.497
C -1.555 3.501 -2.214
C -1.981 2.028 -4.155
C -0.589 2.104 -4.817
C -0.618 3.308 -5.833
C -1.061 4.653 -5.255
C 0.103 5.132 -4.345
C -1.237 5.560 -6.454
N -2.311 4.395 -4.466
O -2.972 5.609 -4.193
H -4.540 3.955 -2.898
H -4.578 2.511 -3.893
H -3.945 2.513 -2.225
H -0.713 2.831 -2.044
H -1.223 4.538 -2.166
H -2.030 3.410 -1.237
H -1.819 1.300 -3.360
H -2.650 1.629 -4.917
H 0.254 2.232 -4.138
H -0.371 1.191 -5.371
H -1.264 3.048 -6.671
H 0.331 3.456 -6.349
H -0.081 6.008 -3.724
H 0.944 5.348 -5.003
H 0.468 4.371 -3.655
H -1.557 6.552 -6.133
H -2.098 5.162 -6.991
H -0.349 5.589 -7.086
H -2.332 5.989 -3.587
O 3.540 3.859 -3.318
C 4.073 2.989 -2.379
C 2.907 2.597 -1.436
O 2.086 1.613 -2.109
H 3.934 4.733 -3.276
H 4.435 2.063 -2.826
H 4.909 3.379 -1.798
H 2.198 3.361 -1.119
H 3.250 2.226 -0.470
H 1.892 2.024 -2.954
O 2.069 -2.829 -5.852
C 2.018 -3.841 -4.936
C 1.457 -3.200 -3.665
O 0.046 -3.042 -3.646
H 2.765 -3.034 -6.481
H 1.430 -4.616 -5.426
H 3.001 -4.295 -4.802
H 1.953 -2.252 -3.456
H 1.707 -3.944 -2.909
H -0.110 -2.595 -4.482
O -2.281 -5.829 0.369
C -1.799 -5.684 -0.967
C -1.498 -7.039 -1.685
O -2.722 -7.607 -2.175
H -2.410 -4.982 0.804
H -2.558 -5.123 -1.512
H -0.928 -5.030 -1.002
H -0.926 -7.690 -1.025
H -0.848 -6.858 -2.541
H -3.368 -7.601 -1.465
O -1.214 -1.961 -1.638
C -0.401 -0.820 -1.273
C -0.970 0.061 -0.091
O -2.212 0.515 -0.400
H -0.787 -2.405 -2.374
H 0.611 -1.042 -0.935
H -0.181 -0.155 -2.109
H -0.283 0.883 0.106
H -0.905 -0.544 0.813
H -2.643 -0.282 -0.719
*
```

---

no.,E_LUMO (eV)
1,0.23
2,0.16